No. 1
The following is a DFT calculation (ωB97M-V/def2-TZVPD) of a cluster of 2 separate species, C9H14O in total at a distorted geometry.

Geometry as XYZ:
```
24
Properties=species:S:1:pos:R:3:forces:R:3:lowdin_charge:R:1
C -0.5341 -3.0191 -0.2115 0.25 -1.97 0.48 -0.0716
C -1.3853 -1.8317 -0.1419 1.73 3.20 0.91 -0.2815
C -0.7094 -0.5535 -0.0798 -2.47 -2.23 -0.28 -0.0184
C -1.5531 0.5370 -0.0488 1.65 1.68 -0.75 -0.1124
C -2.9305 0.5018 -0.1003 -0.92 -1.05 0.24 -0.0976
C -3.5803 -0.7379 0.0285 1.22 1.47 -0.43 -0.0733
C -2.7485 -1.8413 0.0514 -0.57 -1.73 -0.03 -0.0770
H -0.2848 -3.3398 -1.2282 -0.28 0.05 0.01 0.0870
H -1.0329 -3.8485 0.3118 0.07 -0.07 -0.42 0.0819
H 0.4254 -2.9360 0.3046 -0.07 0.47 -0.02 0.0819
H 0.3676 -0.5401 -0.0354 -0.04 0.31 -0.01 0.0787
H -1.0490 1.5029 -0.1432 -0.31 0.00 0.32 0.1020
H -3.5125 1.4046 -0.2186 0.10 0.12 0.13 0.0968
H -4.6574 -0.7708 0.0259 -0.08 -0.33 0.22 0.0986
H -3.1470 -2.8319 0.2494 -0.39 0.00 -0.30 0.1080
C 2.8776 2.9508 0.2702 -1.16 1.08 0.79 -0.0940
C 3.4141 1.5491 0.2518 -0.18 -0.89 -1.40 -0.2938
O 2.3135 0.6473 0.0847 -0.01 -0.75 1.54 -0.1118
H 2.4003 3.1256 -0.6871 0.07 0.19 -0.35 0.0697
H 3.4282 3.8536 0.5447 1.03 -0.54 -0.40 0.0728
H 2.0580 3.0723 0.9886 -0.10 -0.69 0.03 0.0754
H 4.0922 1.3786 -0.5977 0.09 0.37 0.18 0.1104
H 3.9148 1.1240 1.1122 0.06 0.59 0.47 0.1106
H 1.8330 0.6029 -0.7313 0.29 0.73 -0.93 0.0575
```
Positions in Å, forces in eV/Å.

Its energy is -426.529186 a.u.


No. 2
The following is a DFT calculation (ωB97M-V/def2-TZVPD) of a cluster of 2 separate species, C9H14O in total at a distorted geometry.

Geometry as XYZ:
```
24
Properties=species:S:1:pos:R:3:forces:R:3:lowdin_charge:R:1
C -1.9466 -1.8485 -1.1077 0.63 -0.30 -0.42 -0.0613
C -1.8168 -0.6804 -0.1720 -0.14 -0.06 -0.77 -0.2974
C -2.8719 0.2109 0.0014 0.81 0.69 0.98 -0.0324
C -2.7679 1.2091 0.9904 -0.22 -0.55 -0.74 0.0003
C -1.5860 1.3419 1.7220 0.01 1.13 -1.57 -0.3298
O -1.4762 2.4067 2.5699 -0.31 0.02 0.43 0.0426
C -0.4755 0.6456 1.3008 0.76 -0.67 0.96 -0.0350
C -0.5878 -0.4119 0.4091 -0.86 -0.62 1.14 -0.0671
H -1.5784 -2.7785 -0.6597 0.12 0.20 -0.01 0.0807
H -1.3621 -1.6597 -2.0194 -0.01 -0.17 0.19 0.0844
H -2.9460 -2.0718 -1.4434 -0.54 0.23 0.09 0.0653
H -3.6880 0.1549 -0.6998 -0.50 0.00 0.31 0.1074
H -3.5443 1.9512 1.1060 -0.12 -0.05 0.19 0.1126
H -0.5608 2.5248 2.8453 -0.06 -0.15 -0.03 0.1011
H 0.4707 0.8467 1.8114 -0.11 -0.13 -0.22 0.1141
H 0.1503 -1.2043 0.4022 0.43 0.41 -0.47 0.1072
C 3.9159 0.0426 -1.2970 0.46 0.19 -0.54 -0.1741
C 2.6297 -0.2191 -0.4867 1.80 0.10 0.67 -0.1703
H 4.6358 0.6370 -0.7245 -0.39 0.52 -0.31 0.0582
H 4.5587 -0.8041 -1.5510 -0.62 -0.57 0.16 0.0564
H 3.6844 0.4835 -2.2683 0.21 0.37 0.17 0.0585
H 1.7450 0.2829 -0.8606 -0.05 -0.34 -0.28 0.0531
H 2.5561 -1.2989 -0.3550 -0.72 0.15 0.06 0.0632
H 2.8617 0.2393 0.4867 -0.57 -0.41 0.03 0.0624
```
Positions in Å, forces in eV/Å.

Its energy is -426.542174 a.u.


No. 3
The following is a DFT calculation (ωB97M-V/def2-TZVPD) of a cluster of 2 separate species, C9H14O in total at a distorted geometry.

Geometry as XYZ:
```
24
Properties=species:S:1:pos:R:3:forces:R:3:lowdin_charge:R:1
C -2.5009 2.1978 -2.1088 1.97 -0.20 1.28 -0.0547
C -1.7032 1.0836 -1.4008 0.57 -0.30 -0.99 -0.2659
C -2.2111 0.1731 -0.4293 0.59 1.63 -1.63 -0.0340
C -1.3434 -0.7018 0.1806 0.17 1.18 -0.05 -0.0126
C -0.0401 -0.8081 -0.3475 -0.77 -1.95 0.63 -0.3326
O 0.5855 -1.9517 0.1263 0.71 0.31 -0.52 -0.0042
C 0.4594 -0.0513 -1.3704 -1.08 0.85 -0.39 -0.0219
C -0.3992 0.9443 -1.8968 -0.17 -0.41 1.49 -0.0454
H -2.9145 1.7744 -3.0081 -0.96 0.37 -0.12 0.0755
H -1.7274 2.9297 -2.3832 -0.26 -0.20 -0.40 0.0664
H -3.0626 2.7875 -1.3916 -1.06 -0.42 -0.32 0.0734
H -3.2841 0.2298 -0.3667 -0.23 -0.17 1.12 0.1076
H -1.5765 -1.1358 1.1429 -0.16 -0.82 -0.38 0.1174
H 1.2671 -2.2253 -0.5101 -0.22 0.22 0.38 0.1158
H 1.4455 -0.2528 -1.7426 0.33 0.09 -0.21 0.1084
H -0.0933 1.6865 -2.6188 0.39 -0.25 -0.20 0.1010
C 2.3062 -0.2041 1.9208 0.48 1.07 0.24 -0.1772
C 1.9590 -1.5259 2.5982 0.34 0.47 0.42 -0.1690
H 2.9136 0.4924 2.5069 0.43 -0.52 0.34 0.0564
H 2.8804 -0.3467 0.9878 -0.69 0.18 0.20 0.0677
H 1.4308 0.4397 1.8124 -0.16 -0.37 -0.76 0.0606
H 2.2801 -1.5776 3.6415 0.19 0.08 -0.10 0.0624
H 2.4439 -2.3197 2.0427 -0.26 -0.40 0.15 0.0571
H 0.8849 -1.6381 2.6146 -0.15 -0.44 -0.18 0.0479
```
Positions in Å, forces in eV/Å.

Its energy is -426.525844 a.u.


No. 4
The following is a DFT calculation (ωB97M-V/def2-TZVPD) of a cluster of 2 separate species, C9H14O in total at a distorted geometry.

Geometry as XYZ:
```
24
Properties=species:S:1:pos:R:3:forces:R:3:lowdin_charge:R:1
C 0.2142 -2.1359 -2.1130 -0.22 -0.53 0.07 -0.0562
C -0.8262 -1.1632 -1.6163 0.33 -0.93 0.08 -0.2848
C -1.5042 -0.3312 -2.4816 -0.87 1.08 -0.29 -0.0574
C -2.3416 0.6801 -1.9971 0.38 -0.51 0.07 -0.0863
C -2.4783 0.8201 -0.6326 -0.30 0.45 0.58 -0.1075
C -1.8246 -0.0247 0.2548 0.69 -0.23 -0.35 -0.0987
C -1.0411 -1.0645 -0.2399 -0.19 0.54 -0.12 -0.0615
H 0.2462 -3.0446 -1.5087 -0.04 0.12 0.23 0.0742
H 1.2033 -1.6833 -2.0450 0.05 0.01 -0.21 0.0814
H 0.0286 -2.5006 -3.1227 0.05 0.36 -0.16 0.0748
H -1.4722 -0.3875 -3.5636 0.58 -0.38 0.03 0.1091
H -2.8134 1.3727 -2.6865 -0.11 -0.18 0.10 0.1023
H -3.1063 1.5947 -0.2135 0.04 0.20 -0.10 0.0981
H -1.7579 0.2225 1.3057 -0.58 -0.26 0.14 0.0961
H -0.5770 -1.7794 0.4361 0.15 0.24 -0.10 0.1123
C 1.3146 0.4431 2.0351 -0.69 -0.31 -0.60 -0.0936
C 2.1463 1.5240 2.6587 1.54 0.41 0.71 -0.3080
O 3.5599 1.3761 2.4025 -0.16 0.08 -0.41 -0.0965
H 1.9122 -0.3705 1.6293 0.38 0.06 0.13 0.0767
H 0.7712 0.8519 1.1804 -0.18 -0.15 0.09 0.0608
H 0.6041 -0.0473 2.7088 0.00 0.36 0.03 0.0763
H 1.8457 2.5354 2.3981 -0.27 0.07 -0.46 0.1055
H 2.1542 1.5546 3.7395 -0.44 -0.45 0.37 0.1049
H 3.7423 1.5576 1.4717 -0.12 -0.05 0.16 0.0782
```
Positions in Å, forces in eV/Å.

Its energy is -426.546715 a.u.


No. 5
The following is a DFT calculation (ωB97M-V/def2-TZVPD) of a cluster of 2 separate species, C9H14O in total at a distorted geometry.

Geometry as XYZ:
```
24
Properties=species:S:1:pos:R:3:forces:R:3:lowdin_charge:R:1
C 2.9179 0.4944 0.4524 -0.47 -0.40 -0.32 -0.0493
C 1.7524 0.1018 -0.4335 0.70 -0.04 0.34 -0.3038
C 1.2742 0.9440 -1.4121 -0.01 0.09 -0.22 -0.0475
C 0.1289 0.6028 -2.1238 0.07 0.34 -0.07 -0.0248
C -0.4747 -0.6072 -1.8897 -0.92 -0.56 0.20 -0.3373
O -1.6984 -0.9422 -2.4414 0.07 -0.03 -0.87 0.0177
C 0.0267 -1.4947 -0.9472 0.36 -0.41 0.39 -0.0200
C 1.1359 -1.1293 -0.2182 0.24 0.56 0.10 -0.0603
H 2.5574 0.4916 1.4757 0.12 0.17 0.30 0.0752
H 3.2871 1.4822 0.1991 0.17 0.06 0.03 0.0712
H 3.7141 -0.2493 0.3907 0.11 0.16 -0.05 0.0795
H 1.8070 1.8686 -1.6132 -0.24 0.04 0.04 0.1123
H -0.3549 1.3014 -2.7933 0.15 0.04 -0.17 0.1163
H -1.7238 -0.7546 -3.3995 0.12 0.04 0.75 0.1139
H -0.4234 -2.4613 -0.7384 -0.25 0.25 -0.30 0.1216
H 1.5561 -1.7330 0.5782 -0.23 -0.32 -0.12 0.1173
C -2.2675 -0.3088 2.2433 0.48 0.34 0.85 -0.1626
C -1.6347 0.8334 1.4414 -0.66 -0.05 -0.01 -0.1575
H -1.9730 -0.2054 3.2926 0.01 0.00 0.03 0.0577
H -3.3606 -0.3320 2.2687 0.18 -0.04 -0.41 0.0625
H -1.8356 -1.2602 1.9457 -0.38 -0.22 -0.30 0.0516
H -2.1829 1.0001 0.5083 0.27 -0.01 0.03 0.0664
H -0.6069 0.5852 1.2180 0.27 0.00 -0.24 0.0385
H -1.6212 1.7723 1.9962 -0.15 0.00 0.01 0.0614
```
Positions in Å, forces in eV/Å.

Its energy is -426.562901 a.u.


No. 6
The following is a DFT calculation (ωB97M-V/def2-TZVPD) of a cluster of 2 separate species, C9H14O in total at a distorted geometry.

Geometry as XYZ:
```
24
Properties=species:S:1:pos:R:3:forces:R:3:lowdin_charge:R:1
C 1.3362 -2.0067 -1.1040 -0.63 0.05 0.69 -0.0505
C 1.0047 -0.8065 -0.2375 0.82 -0.49 -0.03 -0.2954
C 1.2020 -0.9018 1.1378 0.22 0.65 -0.20 -0.0496
C 1.1392 0.2260 1.9488 -0.82 -0.53 0.33 -0.0269
C 0.8377 1.4624 1.3985 0.43 0.02 -0.02 -0.3329
O 0.7997 2.6125 2.1301 -0.21 0.27 -0.06 0.0490
C 0.6344 1.5670 0.0333 -0.29 -0.14 -0.21 -0.0120
C 0.6946 0.4333 -0.7690 -0.04 0.55 0.15 -0.0695
H 2.1464 -2.5621 -0.6361 0.29 0.09 -0.21 0.0720
H 1.5990 -1.7012 -2.1109 0.00 -0.16 -0.12 0.0753
H 0.5026 -2.7123 -1.1036 -0.12 0.06 -0.38 0.0744
H 1.5126 -1.8406 1.5703 -0.14 -0.18 0.08 0.1101
H 1.1431 0.0836 3.0287 0.40 0.23 -0.10 0.1135
H 1.0337 2.4531 3.0470 0.02 -0.19 0.07 0.1008
H 0.4011 2.5283 -0.4053 0.04 0.04 0.08 0.1180
H 0.5019 0.5740 -1.8257 0.14 -0.22 -0.07 0.1123
C -2.3178 -0.6949 -1.9590 0.38 -0.53 0.43 -0.1762
C -3.7136 -1.2010 -1.6123 -0.05 0.80 -0.61 -0.1634
H -1.7545 -0.5061 -1.0476 -0.06 0.23 0.11 0.0442
H -1.7416 -1.4773 -2.4553 -0.06 -0.02 -0.24 0.0616
H -2.2658 0.1974 -2.5723 -0.27 0.16 -0.11 0.0637
H -3.6258 -2.0722 -0.9775 -0.25 -0.22 0.10 0.0600
H -4.3065 -0.4285 -1.1187 0.14 -0.08 0.29 0.0617
H -4.2808 -1.4235 -2.5173 0.06 -0.36 0.02 0.0599
```
Positions in Å, forces in eV/Å.

Its energy is -426.563842 a.u.


The lowest energy belongs to which entry?
number 6